Entry from OMol25: a cluster of 11 separate species, C78H181N11O18 in total in a non-equilibrium geometry (ωB97M-V with the def2-TZVPD basis set).

Calculated values
E_HOMO	-8.0135	eV
Kohn-Sham gap	8.565	eV
SMILES	CC1(C)CCCC(C)(C)N1O.CC1(C)CCCC(C)(C)N1O.CC1(C)CCCC(C)(C)N1O.CC1(C)CCCC(C)(C)N1O.COCCNCCOC.COCCNCCOC.COCCNCCOC.COCCNCCOC.COCCNCCOC.COCCNCCOC.COCCNCCOC
strongest force on any atom	2.92	eV/Å
energy relative to the best compared isomer or geometry (same formula, charge and spin)	0.00	kcal/mol

Last columns: bonded neighbours and bond lengths (Å).
CARTESIAN COORDINATES (ANGSTROEM)
1 C -2.3087 -6.5961 -1.7559  H68 1.093, O163 1.387, H185 1.077, C202 1.511
2 H 2.4864 11.4073 -0.2084  C11 1.090
3 C -2.1226 -1.7670 -5.6484  H116 1.096, H149 1.086, C176 1.568, H270 1.105
4 H 0.1900 5.2788 2.2961  C226 1.095
5 H 7.1224 -1.9410 -0.2944  C63 1.105
6 H -3.1969 4.3768 -2.0240  C201 1.100
7 C -5.2089 1.3501 4.5993  H19 1.086, C27 1.509, H138 1.121, O228 1.379
8 H 3.3131 -4.0492 0.8573  C161 1.092
9 H -3.4520 -2.4971 2.5600  C20 1.097
10 H 2.3479 -3.0718 2.0159  C161 1.046
11 C 1.4761 11.7730 -0.3926  H2 1.090, O130 1.391, H143 1.111, H150 1.141
12 O 3.0728 -4.0631 -3.6964  C160 1.437, C207 1.418
13 H -0.1982 2.4835 1.6106  C186 1.092
14 H 4.2049 5.1578 1.8078  C183 1.075
15 N -1.4400 -4.4997 -0.8656  H190 1.042, C202 1.459, C261 1.464
16 H -0.7575 -2.1505 4.2610  C243 1.079
17 C 0.5374 -0.4231 7.1690  H50 1.109, C141 1.501, H142 1.132, H151 1.100
18 H -5.8336 3.0201 -4.1471  C194 1.114
19 H -5.4541 1.7199 3.6083  C7 1.086
20 C -3.6123 -2.8787 3.5759  H9 1.097, H97 1.115, C155 1.504, O233 1.400
21 H -0.0478 -7.7667 -3.8140  C274 1.096
22 H -5.5090 -4.7687 -5.1336  C195 1.132
23 H 0.6585 -8.5311 -0.6397  C73 1.068
24 H -3.0729 -5.5784 -0.0385  C202 1.092
25 H -0.3749 -5.7203 4.7764  C276 1.103
26 H 2.3806 -0.2113 1.3627  C52 1.089
27 C -4.5004 0.0179 4.5663  C7 1.509, H34 1.079, H282 1.040, N286 1.477
28 C -4.1911 2.7539 -2.8505  H137 1.074, H145 1.053, C194 1.513, C201 1.491
29 H -0.7279 0.2350 -2.9088  C172 1.118
30 H -0.5959 4.6713 -0.3176  C98 1.114
31 H 3.7133 1.7241 -2.9977  C171 1.103
32 H -7.7475 0.7337 4.1093  C260 1.133
33 H 1.8223 2.9872 -3.5495  C40 1.105
34 H -3.4825 0.3046 4.3494  C27 1.079
35 O -0.7695 6.3298 0.8268  C98 1.385, C226 1.433
36 H -1.7111 -7.1171 -4.0891  C274 1.064
37 H -6.1245 3.2212 -6.2461  C268 1.123
38 H -5.0488 -3.9308 -7.3626  C244 1.122
39 C 7.8241 -0.0682 -1.8405  C105 1.557, H182 1.093, O203 1.396, H219 1.081
40 C 2.1899 3.6561 -2.7501  H33 1.105, H112 1.085, O191 1.398, H198 1.112
41 H -2.3113 -3.7145 -2.2908  O214 0.991
42 H -1.9999 6.2510 -4.9110  C251 1.075
43 H -1.0221 2.7172 -0.1505  C126 1.082
44 H -2.6212 -0.6955 -0.0965  C113 1.087
45 H -2.8748 1.7296 -6.8845  C262 1.098
46 H 5.0491 -1.9224 2.0331  C168 1.110
47 C 4.3183 1.3354 -0.9774  N121 1.482, C171 1.500, H256 1.062, H257 1.082
48 H -5.7392 -2.7278 3.1696  C155 1.077
49 C -0.3596 3.4117 4.8769  H60 1.117, H64 1.084, H118 1.098, C128 1.536
50 H 0.2283 -1.1951 6.4351  C17 1.109
51 C -4.7883 -1.6993 -3.8356  H58 1.103, H106 1.114, H197 1.069, C271 1.514
52 C 1.4540 -0.6334 1.7480  H26 1.089, H59 1.106, H131 1.101, C266 1.557
53 H 2.5204 -5.9106 5.4347  C247 1.088
54 H 3.5356 -3.7256 5.0906  C285 1.090
55 H -6.2536 -3.1982 -5.4852  C195 1.096
56 H 6.5715 -2.6619 2.6628  C168 1.120
57 H 0.2755 -6.9837 5.7435  C276 1.085
58 H -5.8353 -1.3525 -3.8564  C51 1.103
59 H 1.3073 -1.5679 1.1740  C52 1.106
60 H -0.4405 4.5243 4.8190  C49 1.117
61 H 1.3504 -5.1378 6.4650  C247 1.112
62 H -1.4910 -6.3680 0.1652  C202 1.110
63 C 7.6228 -1.1367 0.2750  H5 1.105, O203 1.447, H210 1.088, H265 1.093
64 H 0.6288 3.1883 4.4926  C49 1.084
65 C -1.0207 -0.0287 1.9901  H79 1.120, H181 1.077, C204 1.476, C266 1.496
66 H 4.0982 -3.0307 -2.2144  C160 1.109
67 H 7.5161 2.1816 1.4902  C154 1.077
68 H -2.8239 -7.5156 -1.4678  C1 1.093
69 H 4.6389 2.0934 4.0951  C220 1.101
70 C -4.2174 2.6533 -5.4384  C194 1.505, N246 1.523, C262 1.553, C268 1.493
71 H 2.8563 -4.1234 -1.5867  C160 1.106
72 C -1.6261 4.0524 -3.9964  H104 1.090, H109 1.124, C213 1.519, H278 1.135
73 C 1.3096 -7.8381 -0.1527  H23 1.068, H205 1.075, O253 1.383, H267 1.131
74 N 6.5862 1.9179 3.2960  H102 1.018, C154 1.443, C220 1.477
75 H -5.5822 1.5447 -6.6076  C268 1.105
76 C -1.0639 -4.0962 -5.0603  H87 1.063, H91 1.084, H92 1.076, C176 1.558
77 C -3.1001 -3.8440 -6.4263  H101 1.153, C176 1.480, H234 1.085, C244 1.481
78 H 6.8230 1.8084 -1.0987  C105 1.100
79 H -1.1366 -1.1152 1.7458  C65 1.120
80 H 3.7013 -0.0802 -5.3172  C83 1.081
81 H 1.9917 -0.1667 5.0839  C125 1.070
82 H -2.2229 1.7625 1.7014  C204 1.104
83 C 2.6340 -0.2137 -5.4279  H80 1.081, H157 1.082, O216 1.432, C284 1.511
84 C -0.1287 -7.8510 3.0781  H107 1.122, H174 1.037, N215 1.458, C275 1.497
85 H -2.0611 3.3320 7.8587  C269 1.053
86 H -1.5205 -8.6678 -3.3885  C274 1.093
87 H -0.4296 -3.6344 -4.3437  C76 1.063
88 O -1.3103 0.8817 5.7754  H184 0.972, N281 1.489
89 H 3.0017 2.2333 -6.4180  C229 1.089
90 H -0.4290 -9.0323 1.3564  C275 1.064
91 H -0.5438 -4.1974 -6.0059  C76 1.084
92 H -1.4276 -5.0699 -4.7816  C76 1.076
93 H -6.1753 -3.6879 -2.4558  C236 1.108
94 O 1.2919 -3.8520 0.5073  C161 1.433, C167 1.440
95 C 5.6554 3.2052 1.4051  C154 1.528, H170 1.104, O223 1.407, H230 1.124
96 H -4.4218 -3.8278 -1.9880  C236 1.126
97 H -3.7209 -3.9883 3.5785  C20 1.115
98 C -0.0864 5.6511 -0.1681  H30 1.114, O35 1.385, C159 1.508, H208 1.104
99 H 2.6301 4.2380 1.9620  C183 1.090
100 H -1.1263 -3.3834 5.4296  C243 1.079
101 H -2.5296 -3.5669 -7.3891  C77 1.153
102 H 7.4775 1.5244 3.5899  N74 1.018
103 H 2.5538 -2.7047 3.9021  C285 1.113
104 H -1.6986 3.0474 -3.5806  C72 1.090
105 C 6.6579 0.9621 -1.7818  C39 1.557, H78 1.100, N121 1.445, H250 1.088
106 H -4.1681 -1.1920 -4.6093  C51 1.114
107 H -1.0371 -7.1983 2.9837  C84 1.122
108 H 6.0643 1.2249 1.2915  C154 1.081
109 H -1.1496 4.7237 -3.2314  C72 1.124
110 H 2.1226 10.0068 -1.9394  C222 1.116
111 H 3.4786 4.4737 0.4074  C183 1.117
112 H 2.9032 4.3558 -3.1737  C40 1.085
113 C -2.4381 0.3612 0.0806  H44 1.087, H139 1.095, C204 1.489, C224 1.535
114 H -0.2152 2.3344 -1.7221  C126 1.082
115 H -1.3791 -1.2216 -2.1016  C172 1.107
116 H -1.9387 -1.2275 -4.7123  C3 1.096
117 H -2.0445 2.5088 -1.4940  C126 1.109
118 H -1.0281 2.8653 4.1992  C49 1.098
119 H -5.1554 -2.5568 4.8477  C155 1.126
120 H 5.7449 1.1116 5.1362  C220 1.111
121 N 5.3967 0.3946 -1.3631  C47 1.482, C105 1.445, H175 1.022
122 H 4.5969 3.0252 -2.3320  C171 1.082
123 H 4.0792 -0.3570 4.1095  C264 1.096
124 H 2.9034 -5.9751 -2.8410  C207 1.129
125 C 1.4165 0.7311 5.1753  H81 1.070, C141 1.557, H180 1.082, H199 1.079
126 C -1.0724 2.1693 -1.0819  H43 1.082, H114 1.082, H117 1.109, C224 1.555
127 C 1.9279 1.7563 7.3365  H140 1.107, C141 1.548, C144 1.517, H255 1.096
128 C -0.5087 3.1012 6.3734  C49 1.536, C148 1.515, C269 1.514, N281 1.468
129 H -2.0752 1.7737 -5.3864  C262 1.088
130 O 0.6669 10.6795 -0.6815  C11 1.391, C222 1.388
131 H 1.5075 -0.7902 2.8369  C52 1.101
132 H 4.5667 0.1231 2.4939  C264 1.109
133 H 1.9825 -1.9957 -1.3118  C152 1.058
134 N 0.7248 7.7875 -1.1624  C159 1.460, C169 1.460, H212 0.978
135 O 5.9856 -0.9587 3.4966  C168 1.384, C264 1.447
136 H 1.5813 1.3711 -7.1588  C229 1.106
137 H -4.8357 2.5512 -2.0162  C28 1.074
138 H -4.4426 2.0367 5.0439  C7 1.121
139 H -3.3223 0.8507 -0.3419  C113 1.095
140 H 2.9249 1.3783 7.0396  C127 1.107
141 C 0.8375 0.9354 6.6058  C17 1.501, C125 1.557, C127 1.548, N281 1.484
142 H 1.4192 -0.9313 7.6654  C17 1.132
143 H 1.5424 12.5293 -1.2044  C11 1.111
144 C 1.8733 3.2389 7.0212  C127 1.517, C148 1.511, H158 1.103, H178 1.065
145 H -3.3356 2.1450 -2.7769  C28 1.053
146 H 1.2089 -8.9318 1.9812  C275 1.099
147 H -4.7098 4.8745 -2.8988  C201 1.090
148 C 0.5090 3.8657 7.1945  C128 1.515, C144 1.511, H177 1.123, H259 1.091
149 H -2.9483 -1.3446 -6.2128  C3 1.086
150 H 0.9929 12.2194 0.5390  C11 1.141
151 H -0.2280 -0.3103 7.9503  C17 1.100
152 C 2.0563 -2.3003 -2.3219  H133 1.058, C160 1.520, N164 1.425, H252 1.084
153 H -2.1098 3.9364 -6.3890  O192 0.949
154 C 6.5157 2.0268 1.8586  H67 1.077, N74 1.443, C95 1.528, H108 1.081
155 C -4.9737 -2.2707 3.7742  C20 1.504, H48 1.077, H119 1.126, N286 1.444
156 H 0.0213 -3.3167 2.0626  C167 1.102
157 H 2.4365 -0.5359 -6.4420  C83 1.082
158 H 2.3125 3.4193 6.0259  C144 1.103
159 C -0.0184 6.5499 -1.3770  C98 1.508, N134 1.460, H162 1.093, H237 1.107
160 C 3.0791 -3.4205 -2.4115  O12 1.437, H66 1.109, H71 1.106, C152 1.520
161 C 2.3884 -3.9342 1.4258  H8 1.092, H10 1.046, O94 1.433, H241 1.093
162 H 0.4977 5.9913 -2.1616  C159 1.093
163 O -1.0533 -6.9508 -2.2261  C1 1.387, C274 1.413
164 N 2.3599 -1.1845 -3.1543  C152 1.425, H239 1.034, C284 1.440
165 H -1.2982 6.3555 2.6817  C226 1.075
166 N -3.1389 -3.5996 -4.0388  C176 1.494, O214 1.430, C271 1.512
167 C 0.0105 -3.9460 1.1580  O94 1.440, H156 1.102, H200 1.103, C261 1.540
168 C 5.6064 -2.1765 2.9584  H46 1.110, H56 1.120, O135 1.384, H235 1.107
169 C 0.2746 8.8311 -2.0785  N134 1.460, C222 1.488, H273 1.109, H277 1.110
170 H 5.7266 3.4617 0.3336  C95 1.104
171 C 3.8670 2.2758 -2.0553  H31 1.103, C47 1.500, H122 1.082, O191 1.418
172 C -1.4502 -0.1173 -2.1317  H29 1.118, H115 1.107, C224 1.550, H279 1.127
173 H 2.7646 -5.8107 -4.6029  C207 1.077
174 H -0.2098 -8.6513 3.7324  C84 1.037
175 H 5.0063 -0.2495 -2.0534  N121 1.022
176 C -2.3673 -3.2706 -5.2751  C3 1.568, C76 1.558, C77 1.480, N166 1.494
177 H 0.6136 4.9393 6.8806  C148 1.123
178 H 2.6274 3.7390 7.5828  C144 1.065
179 H 1.0656 1.8845 2.7029  C186 1.085
180 H 1.9792 1.6033 4.8705  C125 1.082
181 H -0.9151 0.0777 3.0563  C65 1.077
182 H 8.6370 0.3345 -2.4509  C39 1.093
183 C 3.6161 4.3114 1.5038  H14 1.075, H99 1.090, H111 1.117, O223 1.402
184 H -1.9059 0.3644 6.3430  O88 0.972
185 H -2.8509 -6.1060 -2.5466  C1 1.077
186 C 0.6427 1.7931 1.7081  H13 1.092, H179 1.085, C266 1.560, H272 1.089
187 H 2.4557 -2.1842 -5.0062  C284 1.072
188 O 1.1513 0.3323 -0.9893  N238 1.461, H258 0.969
189 H -3.8162 6.5212 -4.9210  C251 1.108
190 H -0.5009 -4.6739 -1.2815  N15 1.042
191 O 2.6792 2.9390 -1.6543  C40 1.398, C171 1.418
192 O -2.9456 4.3693 -6.5137  H153 0.949, N246 1.396
193 H -5.3485 1.4005 -4.1912  C194 1.085
194 C -4.9137 2.3927 -4.1295  H18 1.114, C28 1.513, C70 1.505, H193 1.085
195 C -5.2856 -3.6684 -5.2789  H22 1.132, H55 1.096, C244 1.493, C271 1.529
196 H 0.9178 -1.1988 -4.6959  C284 1.145
197 H -4.4768 -1.4074 -2.8558  C51 1.069
198 H 1.2984 4.2138 -2.3893  C40 1.112
199 H 0.6026 0.5557 4.4896  C125 1.079
200 H -0.1673 -5.0076 1.4005  C167 1.103
201 C -3.8498 4.2048 -2.8925  H6 1.100, C28 1.491, H147 1.090, C213 1.539
202 C -2.1075 -5.7500 -0.5200  C1 1.511, N15 1.459, H24 1.092, H62 1.110
203 O 8.4513 -0.3695 -0.6300  C39 1.396, C63 1.447
204 C -2.2322 0.6733 1.5217  C65 1.476, H82 1.104, C113 1.489, H211 1.108
205 H 1.4461 -7.0007 -0.8137  C73 1.075
206 H -0.9482 -2.6102 -0.2841  C261 1.084
207 C 2.4728 -5.3480 -3.6755  O12 1.418, H124 1.129, H173 1.077, H231 1.110
208 H 0.9525 5.3726 0.0801  C98 1.104
209 H -6.0336 -0.5606 3.3638  N286 1.021
210 H 8.2598 -1.5820 1.0364  C63 1.088
211 H -3.0623 0.3308 2.1709  C204 1.108
212 H 0.6085 8.0924 -0.2399  N134 0.978
213 C -3.0432 4.5790 -4.1487  C72 1.519, C201 1.539, N246 1.512, C251 1.579
214 O -2.4400 -2.9873 -2.9515  H41 0.991, N166 1.430
215 N 0.9126 -7.0450 3.7042  C84 1.458, H242 1.027, C276 1.440
216 O 1.9558 1.0097 -5.1212  C83 1.432, C229 1.405
217 H -7.1673 -0.4733 5.3237  C260 1.117
218 H -2.6301 2.9246 6.2769  C269 1.105
219 H 7.4402 -0.9884 -2.2575  C39 1.081
220 C 5.4692 1.3701 4.0913  H69 1.101, N74 1.477, H120 1.111, C264 1.547
221 H -2.7006 6.6835 -3.4446  C251 1.109
222 C 1.0121 10.1109 -1.8999  H110 1.116, O130 1.388, C169 1.488, H227 1.129
223 O 4.3035 3.1219 1.7847  C95 1.407, C183 1.402
224 C -1.2159 0.6465 -0.8038  C113 1.535, C126 1.555, C172 1.550, N238 1.488
225 H -1.3959 4.7019 1.8885  C226 1.086
226 C -0.8282 5.6104 2.0650  H4 1.095, O35 1.433, H165 1.075, H225 1.086
227 H 0.7341 10.7488 -2.7888  C222 1.129
228 O -6.3441 1.4448 5.3775  C7 1.379, C260 1.372
229 C 1.9989 1.8443 -6.2503  H89 1.089, H136 1.106, O216 1.405, H280 1.120
230 H 6.0075 4.1483 1.9061  C95 1.124
231 H 1.3694 -5.3028 -3.5638  C207 1.110
232 H -1.3639 -3.6914 3.7212  C243 1.104
233 O -2.7431 -2.3699 4.5483  C20 1.400, C243 1.397
234 H -3.1056 -4.9244 -6.3226  C77 1.085
235 H 4.9721 -2.7241 3.6824  C168 1.107
236 C -5.1746 -4.0129 -2.8045  H93 1.108, H96 1.126, C271 1.563, H287 1.079
237 H -1.0111 6.7588 -1.8208  C159 1.107
238 N -0.0118 0.0736 -0.1441  O188 1.461, C224 1.488, C266 1.544
239 H 1.9160 -0.3746 -2.6887  N164 1.034
240 H -4.9303 2.9266 -7.4922  C268 1.067
241 H 2.2733 -4.8897 1.9445  C161 1.093
242 H 1.2020 -6.3026 3.0558  N215 1.027
243 C -1.4626 -2.9271 4.5119  H16 1.079, H100 1.079, H232 1.104, O233 1.397
244 C -4.5114 -3.4066 -6.5286  H38 1.122, C77 1.481, C195 1.493, H245 1.131
245 H -4.6366 -2.3035 -6.7447  C244 1.131
246 N -3.7439 4.1000 -5.4006  C70 1.523, O192 1.396, C213 1.512
247 C 1.5535 -5.4134 5.4076  H53 1.088, H61 1.112, O248 1.406, C276 1.477
248 O 1.5979 -4.3008 4.5486  C247 1.406, C285 1.419
249 H 2.1745 -2.7360 5.6793  C285 1.083
250 H 6.5786 1.2856 -2.8177  C105 1.088
251 C -2.9284 6.1361 -4.3816  H42 1.075, H189 1.108, C213 1.579, H221 1.109
252 H 1.0694 -2.6415 -2.6123  C152 1.084
253 O 0.6755 -7.2807 0.9427  C73 1.383, C275 1.392
254 H -2.1165 4.5655 6.6083  C269 1.094
255 H 1.8707 1.6214 8.4225  C127 1.096
256 H 4.6668 1.9085 -0.1540  C47 1.062
257 H 3.5028 0.7236 -0.6142  C47 1.082
258 H 1.5331 1.2055 -0.8117  O188 0.969
259 H 0.2278 3.8481 8.2484  C148 1.091
260 C -7.4135 0.6073 5.1846  H32 1.133, H217 1.117, O228 1.372, H288 1.089
261 C -1.1396 -3.5549 0.2115  N15 1.464, C167 1.540, H206 1.084, H263 1.100
262 C -3.0733 1.6699 -5.8066  H45 1.098, C70 1.553, H129 1.088, H283 1.061
263 H -2.0678 -3.5577 0.8025  C261 1.100
264 C 4.9298 0.0306 3.5375  H123 1.096, H132 1.109, O135 1.447, C220 1.547
265 H 6.8055 -0.5688 0.7271  C63 1.093
266 C 0.2867 0.3170 1.3511  C52 1.557, C65 1.496, C186 1.560, N238 1.544
267 H 2.2486 -8.3870 0.1568  C73 1.131
268 C -5.2380 2.5917 -6.5268  H37 1.123, C70 1.493, H75 1.105, H240 1.067
269 C -1.8870 3.5208 6.8374  H85 1.053, C128 1.514, H218 1.105, H254 1.094
270 H -1.2070 -1.7123 -6.2641  C3 1.105
271 C -4.5942 -3.1915 -4.0015  C51 1.514, N166 1.512, C195 1.529, C236 1.563
272 H 1.4019 2.1866 1.0338  C186 1.089
273 H 0.4931 8.5370 -3.1248  C169 1.109
274 C -1.0742 -7.6711 -3.4418  H21 1.096, H36 1.064, H86 1.093, O163 1.413
275 C 0.3027 -8.3605 1.7377  C84 1.497, H90 1.064, H146 1.099, O253 1.392
276 C 0.5256 -6.3456 4.9020  H25 1.103, H57 1.085, N215 1.440, C247 1.477
277 H -0.8102 9.0450 -1.9825  C169 1.110
278 H -0.9744 4.0662 -4.9258  C72 1.135
279 H -2.4333 0.2304 -2.5596  C172 1.127
280 H 1.3577 2.7340 -6.0245  C229 1.120
281 N -0.4482 1.6709 6.6977  O88 1.489, C128 1.468, C141 1.484
282 H -4.7027 -0.3096 5.5327  C27 1.040
283 H -3.4710 0.7143 -5.5728  C262 1.061
284 C 2.0500 -1.3000 -4.5556  C83 1.511, N164 1.440, H187 1.072, H196 1.145
285 C 2.5628 -3.3020 4.8412  H54 1.090, H103 1.113, O248 1.419, H249 1.083
286 N -5.0676 -0.8528 3.5162  C27 1.477, C155 1.444, H209 1.021
287 H -5.0639 -5.0498 -3.0822  C236 1.079
288 H -8.1534 0.9629 5.9008  C260 1.089